[1]
ORCA calculation (wB97M-V/def2-TZVPD) on a 2-piece molecular cluster, C3H11NO overall at a distorted geometry.

orbital gap (spin up / spin down) = 12.49 / 4.60 eV
charge = +1
2S+1 = 2
E_LUMO (spin up / spin down) = -3.21 / -9.73 eV
calculated total energy = -250.48473 Ha
largest force on an atom = 4.561 eV/A

Geometry (Å):
C  0.66045  -0.04227  -1.46969
N  1.96510  1.74080  1.23419
H  0.08671  0.45099  -2.25809
H  0.81882  -1.13996  -1.51670
H  1.67145  0.49374  -1.65805
H  1.68922  2.69596  1.11083
H  2.08243  1.48200  2.18217
H  1.22091  1.13484  0.91002
C  -1.30408  -0.09979  0.09296
O  0.04664  0.29770  -0.19821
C  -1.30754  -1.55324  0.19980
H  -1.47337  0.42579  1.05505
H  -1.98184  0.24255  -0.70632
H  -2.17073  -1.94378  0.83519
H  -1.44120  -2.18513  -0.64767
H  -0.56297  -2.00019  0.83452

Atomic forces in eV per Å
0.77 1.40 -0.29
-1.61 -0.25 0.16
-0.53 -0.92 -0.15
-0.28 0.69 -0.24
-1.29 -0.95 1.31
0.58 0.99 -0.32
1.16 0.03 1.43
-0.24 -0.83 -1.57
0.17 1.33 -0.29
1.88 0.32 -0.32
-2.25 -3.05 2.54
-0.34 -0.46 -0.66
0.19 0.15 0.38
0.35 1.09 -0.75
0.32 0.16 -1.21
1.11 0.30 -0.02

[2]
ORCA calculation (wB97M-V/def2-TZVPD) on an isolated ion of composition C7H10NO2S and charge +1 at a distorted geometry.

orbital gap (spin up / spin down) = 7.00 / 7.00 eV
charge = +1
E_LUMO (spin up / spin down) = -6.52 / -6.52 eV
calculated total energy = -875.75749 Ha
largest force on an atom = 2.939 eV/A

Geometry (Å):
C  -0.65732  -0.77619  0.22471
C  0.55623  1.55847  0.06968
C  1.60046  0.48184  -0.23736
C  -1.82718  -0.37027  1.20211
C  -3.00009  -0.59043  0.26057
C  2.37959  -0.18130  0.83591
C  2.03115  0.41642  -1.70715
N  0.08481  0.28342  -0.06063
O  -0.45753  -1.94261  -0.00801
O  0.30084  2.65762  0.41392
S  -3.77079  0.67371  -0.61787
H  -1.74356  -1.22975  1.93653
H  -1.88677  0.63975  1.64214
H  -3.18996  -1.71702  0.11186
H  2.43199  -1.30652  0.57276
H  3.49192  0.25685  0.88683
H  1.88614  0.08606  1.81891
H  2.84209  -0.22329  -1.82575
H  1.18959  0.11153  -2.25710
H  2.31038  1.42215  -2.19277
H  -4.57201  -0.25044  -1.06929

Atomic forces in eV per Å
-0.16 -0.52 1.27
2.17 -0.74 1.32
-1.35 1.62 -1.70
-2.55 -1.09 -0.54
1.06 -0.17 0.73
2.09 0.05 0.78
-0.08 2.81 0.45
0.91 -0.05 -1.26
-0.06 0.85 -0.19
-0.76 0.07 -0.33
1.42 -1.75 1.89
-0.47 1.23 -0.57
0.74 -0.47 -0.28
-0.27 1.98 -0.24
-0.05 1.76 0.88
-2.48 -1.03 -0.23
0.72 -0.87 -0.89
1.31 -1.28 -0.34
-0.91 -0.79 -0.91
-0.24 -1.27 1.21
-1.03 -0.34 -1.03

[3]
ORCA calculation (wB97M-V/def2-TZVPD) on C26H43FeN5S4Si4 as an isolated structure.

orbital gap (spin up / spin down) = 6.09 / 6.18 eV
charge = +1
2S+1 = 6
E_LUMO (spin up / spin down) = -3.23 / -3.78 eV
calculated total energy = -5304.69188 Ha
largest force on an atom = 0.775 eV/A

Geometry (Å):
Fe  -0.05530  0.03123  0.14476
S  -0.37151  2.28032  1.10678
C  -1.35549  2.38670  -0.30602
C  -2.06147  3.52586  -0.72074
C  -2.81350  3.46526  -1.86757
C  -2.87085  2.27511  -2.59942
C  -2.15235  1.19700  -2.14088
N  -1.41037  1.24603  -1.02573
H  -1.99695  4.42666  -0.12869
H  -3.36011  4.33642  -2.20240
H  -3.45418  2.19612  -3.50373
H  -2.16266  0.24946  -2.65464
C  2.89832  1.36697  1.95732
C  2.22582  0.16741  2.50542
N  1.13773  -0.36217  2.00769
C  0.63733  -1.34958  2.82933
C  1.39902  -1.62234  3.91975
S  2.75183  -0.58170  3.94869
C  -0.70414  -1.84087  2.52118
C  -1.40171  -2.83371  3.12849
S  -2.99974  -2.86122  2.52579
C  -2.64493  -1.54194  1.48996
N  -1.40595  -1.13930  1.56546
C  -3.69675  -0.88163  0.67238
H  2.30131  2.24780  2.19001
H  2.96379  1.28877  0.87502
H  3.89422  1.49312  2.37398
H  1.20211  -2.31657  4.71590
H  -1.07353  -3.50972  3.89654
H  -4.28964  -0.22062  1.30789
H  -4.36641  -1.61063  0.22177
H  -3.23417  -0.28978  -0.10974
S  -0.05715  -2.37636  -1.03488
C  -1.23853  -2.97998  -2.05595
N  -0.96517  -4.17658  -2.68499
C  -1.80447  -4.77363  -3.56471
C  -2.99156  -4.17559  -3.85469
C  -3.23395  -2.95186  -3.20066
N  -2.40956  -2.37738  -2.34746
H  -0.06878  -4.59488  -2.47284
H  -1.47336  -5.70625  -3.99505
H  -3.69301  -4.61076  -4.54606
H  -4.15831  -2.41732  -3.39073
C  4.99786  -1.80856  -2.56998
Si  3.99755  -1.30383  -1.05690
C  5.22230  -0.44686  0.08812
C  3.37004  -2.84022  -0.17336
Si  2.19659  0.01947  -1.85293
Si  1.69766  -0.79464  -4.03063
C  1.75343  -2.68500  -4.15724
C  0.00221  -0.21719  -4.59812
C  2.94472  -0.14250  -5.27773
Si  2.68179  2.32925  -2.21511
C  1.32237  3.01484  -3.31581
C  2.89359  3.51503  -0.78185
C  4.32712  2.28832  -3.14006
H  5.75835  -2.53802  -2.28454
H  5.51194  -0.94500  -2.99414
H  4.38982  -2.25180  -3.35250
H  6.16964  -0.98423  0.00575
H  4.91772  -0.49457  1.13047
H  5.41278  0.59393  -0.17150
H  4.21737  -3.40999  0.21212
H  2.79919  -3.48911  -0.83620
H  2.72891  -2.58282  0.67227
H  1.55863  -3.17274  -3.20466
H  2.72551  -3.02216  -4.51224
H  1.01568  -3.02402  -4.88806
H  -0.78631  -0.62614  -3.97720
H  -0.17247  -0.53871  -5.62734
H  -0.08578  0.86834  -4.56671
H  3.97167  -0.36328  -4.98804
H  2.85500  0.93414  -5.41926
H  2.76182  -0.61781  -6.24372
H  0.35143  2.97435  -2.81941
H  1.24576  2.47396  -4.25745
H  1.53222  4.06022  -3.55041
H  2.04291  3.52213  -0.10348
H  2.98507  4.51108  -1.22224
H  3.80488  3.32804  -0.21619
H  4.23276  1.86394  -4.13919
H  5.07278  1.70518  -2.59931
H  4.71729  3.30250  -3.24107

Atomic forces in eV per Å
-0.49 0.44 0.41
0.16 0.02 -0.05
0.00 0.03 -0.05
0.07 -0.03 0.09
-0.04 -0.07 -0.09
0.04 0.02 0.02
-0.03 0.07 -0.01
0.08 -0.12 -0.06
0.00 0.02 0.01
-0.02 0.02 -0.01
-0.02 0.00 -0.04
-0.02 -0.12 -0.04
0.13 0.00 -0.14
-0.02 -0.07 -0.01
0.08 -0.18 -0.07
0.02 -0.11 0.07
-0.06 0.06 -0.10
-0.04 0.01 -0.02
0.02 -0.18 -0.01
0.03 0.10 -0.06
0.01 0.02 0.02
0.08 0.09 0.00
-0.10 -0.03 0.00
-0.05 -0.05 -0.07
-0.01 0.06 0.00
0.03 0.04 -0.10
0.06 0.01 0.00
-0.01 -0.08 0.04
0.04 -0.06 0.05
0.03 0.00 -0.03
-0.04 -0.03 -0.02
0.03 0.04 -0.07
0.15 -0.06 0.12
0.06 -0.11 -0.26
-0.26 -0.11 -0.15
0.13 0.26 0.25
0.16 0.09 0.13
0.14 0.04 0.15
-0.28 0.04 -0.11
-0.02 -0.02 -0.02
0.05 -0.05 0.00
-0.03 0.00 -0.02
-0.01 0.02 -0.01
-0.02 0.04 0.09
0.03 -0.02 -0.08
-0.09 -0.01 -0.07
0.03 0.07 -0.03
0.17 0.15 0.06
-0.02 0.00 0.06
-0.01 0.08 -0.02
0.12 0.02 -0.06
-0.03 0.00 0.04
0.04 -0.07 -0.14
0.08 0.00 0.05
-0.03 -0.13 -0.02
-0.10 0.01 -0.03
0.05 -0.03 0.04
0.02 0.05 -0.02
-0.06 -0.07 -0.08
0.04 -0.01 0.01
-0.08 0.03 0.14
-0.01 0.07 -0.02
0.06 -0.03 0.02
-0.03 -0.01 -0.04
-0.04 0.02 0.04
0.02 -0.01 0.08
0.08 -0.01 -0.02
-0.07 -0.01 -0.03
-0.18 -0.16 0.13
0.00 -0.03 -0.04
-0.03 0.00 0.00
0.04 0.00 0.00
-0.03 0.01 -0.03
-0.03 -0.04 -0.05
-0.07 -0.02 0.04
0.02 -0.01 -0.05
0.01 0.05 0.00
-0.08 -0.01 0.06
0.01 0.04 0.00
0.06 -0.05 0.08
0.03 0.03 0.08
0.05 -0.03 0.06
0.00 0.09 -0.01

[4]
ORCA calculation (wB97M-V/def2-TZVPD) on a 2-piece molecular cluster, C10H21NOS overall at a distorted geometry.

orbital gap = 9.45 eV
SMILES string = COSN[C@H](C)[C@H]1C[C@@H]1C.C=CC
charge = 0
E_LUMO = 0.96 eV
calculated total energy = -921.64225 Ha
largest force on an atom = 3.673 eV/A

Geometry (Å):
C  2.25070  -2.54111  0.05343
C  2.23357  -1.37355  1.06222
C  0.97475  -2.18564  0.68813
C  2.93373  -1.45246  2.43649
C  -0.97139  -2.47209  -0.83720
C  -1.34729  4.28113  -0.73549
C  0.67653  2.97204  -0.17712
C  -2.95962  0.62446  -1.93061
C  -0.05760  -1.44837  -0.11431
C  -0.67228  3.63798  0.23707
N  -0.86061  -0.55817  0.75601
O  -2.92998  0.40111  -0.51810
S  -1.47608  0.90953  0.22610
H  2.48345  -2.41845  -0.95074
H  2.68306  -3.49874  0.33655
H  2.34239  -0.49104  0.49443
H  0.58453  -2.86176  1.39292
H  2.47255  -0.57131  3.00918
H  4.00557  -1.35423  2.49821
H  2.71760  -2.42136  3.02455
H  -0.66856  -3.46218  -0.74473
H  -1.25504  -2.20044  -1.82720
H  -2.04810  -2.38077  -0.47700
H  -0.93101  4.21994  -1.74862
H  -1.34483  -1.04883  1.48242
H  -2.33790  4.66865  -0.51717
H  0.96974  3.13842  -1.17310
H  0.56450  1.78295  -0.02370
H  1.54933  3.26890  0.42250
H  -3.83221  1.28900  -2.21598
H  -3.31915  -0.35274  -2.29929
H  -1.93876  0.94684  -2.20139
H  0.40789  -0.77648  -0.93222
H  -0.89947  3.72877  1.30376

Atomic forces in eV per Å
0.81 -1.20 1.92
0.51 -2.93 -0.05
0.84 2.47 -0.56
-2.26 0.15 1.13
-2.66 2.14 0.90
0.16 -1.25 1.03
-0.84 -2.27 2.76
-1.38 -0.65 0.35
-0.88 0.55 -1.45
2.00 0.99 -1.62
0.94 1.21 -1.00
0.55 1.08 0.59
-1.34 -2.75 0.44
-0.07 0.89 -1.80
-0.01 0.16 0.49
-0.11 1.26 -0.01
-0.40 -0.74 0.95
0.79 -1.34 -0.32
0.39 0.23 -0.62
-0.05 1.44 -1.06
0.65 -1.73 -0.08
0.81 0.08 -1.33
1.32 -0.36 0.56
-0.58 0.23 0.32
-0.29 0.10 0.39
0.21 0.39 -0.35
-0.14 0.25 -1.47
0.64 2.75 -0.40
-0.45 0.07 0.20
1.41 -0.01 0.40
0.84 0.24 -0.60
-0.80 -0.12 -0.74
-0.41 -0.94 1.51
-0.22 -0.38 -0.48